1.
Here is a molecular structure, C33H38As2N7Rh in a non-equilibrium geometry from OMol25. Energies are from ωB97M-V/def2-TZVPD.

Element x y z (Å)
1 Rh -0.32936 -0.65219 0.29688
2 C -2.58360 1.74230 -1.72571
3 As -2.47318 0.22529 -0.55216
4 C -3.82324 0.61686 0.77454
5 C -3.24291 -1.26731 -1.48930
6 C -4.23166 -1.10342 -2.45254
7 C -4.83484 -2.21990 -3.01667
8 C -4.46360 -3.49488 -2.61181
9 C -3.47033 -3.66407 -1.65661
10 C -2.85723 -2.54708 -1.09936
11 As -1.52274 -2.74108 0.28000
12 C -0.74070 -4.48445 0.10752
13 C -2.57321 -2.96433 1.88518
14 H -3.62949 2.03356 -1.79891
15 H -2.18889 1.49262 -2.70809
16 H -2.00619 2.56222 -1.30316
17 H -4.76266 0.81939 0.26225
18 H -3.52931 1.49092 1.35466
19 H -3.95145 -0.23614 1.43484
20 H -4.53700 -0.11505 -2.77326
21 H -5.59801 -2.09325 -3.77263
22 H -4.94528 -4.36179 -3.04363
23 H -3.18664 -4.66530 -1.35541
24 H -0.56762 -4.72519 -0.93587
25 H -1.45223 -5.17229 0.56140
26 H 0.20777 -4.51600 0.64035
27 H -3.35912 -3.69032 1.67999
28 H -3.01146 -2.02212 2.18922
29 H -1.93127 -3.32997 2.68654
30 C 2.56321 -1.73281 -0.16742
31 N 1.45043 -1.48593 0.77071
32 C 1.61017 -1.68721 2.03967
33 C 0.53754 -1.31172 2.87234
34 C 0.29081 -1.21885 4.23841
35 C -0.94932 -0.58442 4.37137
36 C -1.42542 -0.31204 3.09041
37 N -0.52419 -0.75463 2.19321
38 C 2.68798 -3.16530 -0.61247
39 C 3.45586 -4.07390 0.10794
40 C 3.55975 -5.39325 -0.31206
41 C 2.91426 -5.80789 -1.46926
42 C 2.16835 -4.89984 -2.20852
43 C 2.04863 -3.58836 -1.77347
44 H 3.48086 -1.39744 0.31999
45 H 2.41029 -1.10346 -1.04162
46 H 2.54057 -2.07756 2.44388
47 H 0.94499 -1.55583 5.02622
48 H -1.46079 -0.33952 5.28745
49 H -2.34803 0.15968 2.79554
50 H 3.99827 -3.74915 0.98907
51 H 4.16134 -6.09269 0.25276
52 H 3.00736 -6.83239 -1.80360
53 H 1.69504 -5.21305 -3.13074
54 H 1.48376 -2.87293 -2.36609
55 C 1.25730 2.17265 1.74214
56 C 1.49115 1.89316 0.30186
57 N 0.82245 1.02693 -0.45004
58 C 1.35016 1.10370 -1.73014
59 C 2.33391 2.03241 -1.73991
60 N 2.41263 2.52291 -0.45790
61 C 3.35626 3.54770 0.01417
62 N 2.68162 4.70164 0.49971
63 N 2.76363 5.00700 1.83236
64 N 2.10615 6.06943 2.05834
65 C 1.55936 6.51430 0.86413
66 C 0.75734 7.62860 0.60096
67 C 0.34573 7.80712 -0.69788
68 C 0.72077 6.90741 -1.71987
69 C 1.51248 5.80728 -1.47323
70 C 1.92506 5.63846 -0.14733
71 H 0.52349 1.47498 2.13979
72 H 0.89045 3.18914 1.88561
73 H 2.17658 2.08025 2.32223
74 H 0.96999 0.51967 -2.55204
75 H 2.97482 2.38449 -2.52996
76 H 4.01813 3.78433 -0.81763
77 H 3.94341 3.15594 0.84221
78 H 0.48818 8.31770 1.38935
79 H -0.27197 8.65747 -0.95147
80 H 0.37989 7.09513 -2.72946
81 H 1.80477 5.13366 -2.26796

Results
* energy relative to the best compared isomer or geometry (same formula, charge and spin): 0.862 eV
* net charge: +2
* gap between HOMO and LUMO: 0.2253 hartree

2.
Here is a gas-phase ion, C4H9IN (charge +1) in a non-equilibrium geometry from OMol25. Energies are from ωB97M-V/def2-TZVPD.

Element x y z (Å)
1 C -0.85322 -0.73526 -0.68349
2 C -1.09083 0.60581 0.05624
3 C -0.61551 0.77803 1.52254
4 C 1.65893 -0.57827 -0.34873
5 N 0.44688 -0.22532 -1.12258
6 I -1.73629 2.22230 -1.02959
7 H -1.09653 -1.64645 -0.10488
8 H -1.54489 -0.82780 -1.43228
9 H -0.00917 1.64149 1.74840
10 H -0.03022 -0.11512 1.77626
11 H -1.47367 0.73233 2.12011
12 H 1.34141 -0.92660 0.59914
13 H 2.15832 -1.33422 -0.86334
14 H 2.33603 0.23463 -0.23530
15 H 0.50876 0.17446 -2.00252

Results
* energy relative to the best compared isomer or geometry (same formula, charge and spin): 2.567 eV
* net charge: +1
* gap between HOMO and LUMO: 0.3120 hartree

3.
Here is 12 unconnected molecules or ions with the total composition C27H68BN6O19 in a non-equilibrium geometry from OMol25. Energies are from ωB97M-V/def2-TZVPD.

Element x y z (Å)
1 O 14.14475 13.31223 21.84207
2 C 13.24331 14.17777 21.84295
3 O 13.39433 15.45343 22.18359
4 B 12.09771 16.16636 22.06118
5 O 11.12889 15.19126 21.56960
6 C 11.76988 13.98905 21.39983
7 O 11.27397 12.90559 21.08417
8 O 12.22077 17.24068 21.09397
9 C 11.87849 18.37915 21.63177
10 O 11.79188 19.54518 21.17747
11 C 11.56250 18.08257 23.05094
12 O 11.68397 16.84384 23.27211
13 O 11.20326 18.97692 23.80608
14 C 13.32771 18.44409 17.98898
15 O 13.99474 18.01270 16.85896
16 H 12.82226 19.40808 17.93108
17 H 12.54844 17.73026 18.25596
18 H 14.00447 18.55522 18.83618
19 H 13.27791 17.92858 16.22597
20 C 14.67591 11.46111 18.91855
21 O 13.21912 11.37817 18.82842
22 H 15.09840 11.76238 17.96000
23 H 14.93724 12.21054 19.66566
24 H 15.12422 10.49547 19.15234
25 H 12.87344 10.85133 19.55268
26 C 8.48802 19.11729 26.44925
27 O 7.73128 19.38267 27.40372
28 N 9.78007 19.14550 26.51738
29 N 8.11874 18.83690 25.21913
30 H 10.24279 19.46650 27.35580
31 H 10.33717 19.27064 25.68426
32 H 8.83838 18.73825 24.51735
33 H 7.12087 18.80553 25.06625
34 C 15.24330 9.83953 22.10419
35 O 15.35031 8.63338 21.97894
36 N 16.25689 10.67475 22.26953
37 N 14.15126 10.55573 22.01854
38 H 16.11181 11.64131 22.52411
39 H 17.16194 10.23300 22.34601
40 H 14.21323 11.56171 21.95332
41 H 13.30023 10.05182 21.81374
42 C 12.94019 22.58631 19.26330
43 O 13.23132 23.49156 18.51909
44 N 13.80942 21.86254 19.86173
45 N 11.73938 22.18675 19.50796
46 H 13.39955 21.13120 20.42497
47 H 14.79775 21.90418 19.65782
48 H 10.94542 22.56418 19.01069
49 H 11.60599 21.30210 19.97668
50 C 5.87004 11.20677 22.31409
51 C 7.20707 10.96479 21.64972
52 C 8.37551 11.77902 22.23519
53 O 7.69374 9.60123 21.79873
54 H 5.94328 10.87590 23.35007
55 H 5.13851 10.57365 21.81197
56 H 5.49151 12.22759 22.26182
57 H 7.25204 11.16870 20.57991
58 H 9.30706 11.38051 21.83331
59 H 8.38341 11.75947 23.32498
60 H 8.35099 12.78666 21.82028
61 H 8.04412 9.50495 22.68730
62 C 16.20445 20.39783 22.74317
63 C 15.28492 19.30259 23.25572
64 C 15.90551 17.85603 23.20517
65 O 15.16631 19.63802 24.59914
66 H 15.80639 21.40478 22.86848
67 H 16.43398 20.30251 21.68188
68 H 17.20209 20.46344 23.17736
69 H 14.32449 19.36205 22.74373
70 H 15.25202 17.07876 23.60129
71 H 16.83189 17.79416 23.77621
72 H 16.16244 17.62516 22.17135
73 H 14.63556 20.43232 24.69403
74 C 11.53061 22.44513 25.11098
75 C 12.70616 22.09554 24.21667
76 C 12.94955 23.14561 23.22041
77 O 13.81520 21.91514 24.99677
78 H 11.27056 21.49235 25.57216
79 H 10.64082 22.77730 24.57615
80 H 11.66844 23.19105 25.89374
81 H 12.66792 21.11499 23.74218
82 H 13.43433 24.03666 23.61928
83 H 12.09415 23.49664 22.64320
84 H 13.73580 22.81764 22.54046
85 H 13.99733 22.80023 25.32087
86 C 8.28700 17.50225 20.83426
87 C 7.35958 17.19916 22.01048
88 C 8.06526 16.42588 23.09993
89 O 6.83697 18.38623 22.51092
90 H 7.64861 17.94777 20.07132
91 H 8.79051 16.63270 20.41181
92 H 9.08963 18.19362 21.09096
93 H 6.59044 16.53701 21.61290
94 H 7.40643 16.20050 23.93853
95 H 8.81201 17.08141 23.54798
96 H 8.54960 15.49446 22.80672
97 H 6.13408 18.16484 23.12617
98 C 6.57110 21.98470 21.73079
99 C 7.97684 22.42483 22.22980
100 C 8.91672 21.22300 22.15499
101 O 8.47236 23.35038 21.25755
102 H 6.55700 21.79310 20.65785
103 H 5.75405 22.67213 21.94980
104 H 6.38952 21.05055 22.26228
105 H 7.88732 22.84183 23.23289
106 H 9.02949 20.78242 21.16440
107 H 8.64976 20.40081 22.81895
108 H 9.97653 21.38152 22.35441
109 H 8.43288 22.94431 20.38856
110 C 18.84839 13.33888 23.50415
111 C 17.94126 14.41667 24.09051
112 C 16.71946 13.87037 24.83744
113 O 18.65407 15.01630 25.16652
114 H 19.36790 12.73359 24.24701
115 H 19.59050 13.81982 22.86692
116 H 18.24292 12.66693 22.89589
117 H 17.61046 15.11280 23.31974
118 H 16.34331 14.66851 25.47743
119 H 17.06629 13.02642 25.43372
120 H 16.00168 13.44235 24.13766
121 H 18.88138 15.94136 25.04741

Results
* net charge: -1
* gap between HOMO and LUMO: 0.3434 hartree

4.
Here is 2 unconnected molecules or ions with the total composition C2H10O3Si3 in a non-equilibrium geometry from OMol25. Energies are from ωB97M-V/def2-TZVPD.

Element x y z (Å)
1 C -1.71735 0.81288 2.13439
2 C -2.28479 0.99047 0.97124
3 O 3.53155 1.36239 -0.88414
4 O 2.89544 -1.13083 -0.29243
5 O 2.13134 0.95555 1.38808
6 Si -1.68551 -1.88970 -1.49684
7 Si -1.63370 0.20882 -0.68482
8 Si 2.35083 0.49600 -0.15419
9 H -1.98046 1.30712 3.00402
10 H -0.67642 0.24552 2.16843
11 H -3.23674 1.47961 0.82469
12 H 3.88673 0.89048 -1.63940
13 H 2.24182 -1.71286 -0.10393
14 H 2.50362 1.70798 1.80307
15 H -2.98535 -2.65427 -1.68301
16 H -0.50763 -2.88866 -1.12707
17 H -1.10795 -1.71284 -2.85730
18 H -1.72541 1.53235 -1.37081

Results
* energy relative to the best compared isomer or geometry (same formula, charge and spin): 2.049 eV
* net charge: 0
* gap between HOMO and LUMO (spin up / spin down): 0.2444 / 0.2539 hartree

5.
Here is a molecular structure, C33H48AuP2 in a non-equilibrium geometry from OMol25. Energies are from ωB97M-V/def2-TZVPD.

Element x y z (Å)
1 Au -0.36661 0.42799 -0.16727
2 C -0.70683 -2.22181 0.79815
3 C 0.41199 -1.83810 1.58990
4 C -1.24968 -0.24746 1.91434
5 C -1.74840 -1.25841 0.99386
6 C 0.08804 -0.63996 2.28761
7 C -0.79627 -3.40884 -0.07960
8 H 0.17411 -3.63887 -0.54053
9 H -1.51988 -3.23581 -0.88897
10 H -1.12043 -4.30736 0.46904
11 C -3.16031 -1.37399 0.55324
12 H -3.25148 -1.99755 -0.34417
13 H -3.57268 -0.38668 0.31306
14 H -3.79369 -1.84160 1.32543
15 C -2.09598 0.77903 2.58727
16 H -2.70266 0.34816 3.40063
17 H -2.78242 1.24175 1.86610
18 H -1.47848 1.57697 3.01843
19 C 0.93517 0.07478 3.26444
20 H 0.83374 -0.34915 4.27509
21 H 0.64844 1.13258 3.32025
22 H 1.99674 0.02366 2.99391
23 C 1.72340 -2.52324 1.62366
24 H 1.81743 -3.19917 2.48396
25 H 2.53974 -1.79184 1.69259
26 H 1.88294 -3.12615 0.72178
27 C 0.24691 0.23418 -2.35856
28 C 0.80949 -1.00320 -2.02905
29 C 2.24324 -1.25388 -1.80389
30 C 3.02275 -0.10803 -1.10154
31 C 2.31027 0.60471 -0.02694
32 C 1.47745 1.71302 -0.20578
33 C 1.33279 2.43033 -1.52866
34 C 1.01941 1.49525 -2.70687
35 H 2.75139 -1.43649 -2.77054
36 H 3.38488 0.58396 -1.87892
37 H 2.35687 -2.18826 -1.22664
38 H 1.92822 1.27037 -3.28213
39 H -0.68012 0.15444 -2.92949
40 H 0.19695 -1.90278 -2.14122
41 H 0.37950 2.06417 -3.39788
42 H 0.50744 3.14936 -1.43860
43 H 1.33986 2.35809 0.66245
44 H 2.22864 3.02311 -1.76227
45 H 3.91891 -0.56695 -0.65261
46 H 2.61265 0.34313 0.98697
47 P 5.16609 2.16402 -3.63251
48 C 4.38094 2.48414 -5.27388
49 C 6.62128 1.20794 -4.24666
50 P 6.16350 4.14613 -1.61589
51 C 5.99589 3.81840 -3.44188
52 C 7.99413 3.94550 -1.47530
53 C 6.15104 5.98976 -1.71058
54 H 3.55681 3.19454 -5.13558
55 H 3.97613 1.53938 -5.65766
56 H 5.10695 2.89328 -5.98937
57 H 7.09869 1.71197 -5.09723
58 H 6.25612 0.22265 -4.56246
59 H 7.34684 1.07574 -3.43565
60 H 6.88580 6.36466 -2.43440
61 H 6.38001 6.38207 -0.71297
62 H 5.14558 6.31448 -2.00062
63 H 5.34929 4.59881 -3.87536
64 H 6.97906 3.82582 -3.94431
65 H 8.28826 4.30634 -0.48208
66 H 8.52185 4.52062 -2.24666
67 H 8.24936 2.88299 -1.55559
68 C -3.08774 5.27307 0.54039
69 C -1.94135 4.63905 1.05722
70 C -1.56869 3.39321 0.58673
71 C -2.34252 2.73202 -0.39591
72 C -2.03615 1.42464 -0.86341
73 C -2.81648 0.77914 -1.79212
74 C -3.97368 1.40207 -2.31320
75 C -4.31050 2.67932 -1.87540
76 C -3.53032 3.37514 -0.92307
77 C -3.86290 4.65344 -0.42549
78 H -3.36278 6.25228 0.90336
79 H -1.34203 5.12200 1.82734
80 H -0.68866 2.89603 0.98795
81 H -2.54782 -0.22752 -2.12995
82 H -4.58264 0.85546 -3.04416
83 H -5.20866 3.16862 -2.27785
84 H -4.75170 5.12757 -0.83416

Results
* spin multiplicity: 3
* net charge: +1
* gap between HOMO and LUMO (spin up / spin down): 0.2908 / 0.2073 hartree
* <S²>: 2.0277

6.
Here is 2 unconnected molecules or ions with the total composition C25H27F2 in a non-equilibrium geometry from OMol25. Energies are from ωB97M-V/def2-TZVPD.

Element x y z (Å)
1 C -4.20010 -3.02691 1.44523
2 C -2.77407 -2.67674 1.17136
3 C -2.23856 -1.52866 1.61559
4 C -3.01241 -0.61906 2.51656
5 C -0.82743 -1.13380 1.30847
6 C 0.02145 -2.23633 0.76346
7 C 1.49376 -1.97337 0.73769
8 C -0.50115 -3.39411 0.32959
9 C 0.36526 -4.45113 -0.26994
10 C -1.97825 -3.66540 0.37372
11 H -2.14266 -4.67307 0.79916
12 H -4.45518 -3.97046 0.95722
13 H -4.39564 -3.15939 2.51857
14 H -4.90741 -2.26588 1.08341
15 H -2.35721 0.14804 2.95112
16 H -3.84228 -0.08887 2.01715
17 H -3.45176 -1.19523 3.34561
18 H -0.77382 -0.23974 0.58640
19 H -0.36652 -0.75724 2.24089
20 H 1.72501 -1.01092 1.21467
21 H 2.04198 -2.76017 1.27852
22 H 1.91273 -1.92336 -0.28178
23 H -0.23996 -5.29073 -0.61743
24 H 0.93930 -4.07817 -1.13014
25 H 1.09333 -4.85205 0.44788
26 H -2.38221 -3.73017 -0.65883
27 F -1.73031 2.89972 -4.59560
28 C -1.99175 2.36333 -3.35812
29 C -3.31117 2.03039 -3.05619
30 C -3.58333 1.53114 -1.77665
31 C -2.56875 1.39102 -0.83343
32 C -1.22134 1.72011 -1.15165
33 C -0.17729 1.61070 -0.15578
34 C 1.18670 1.76626 -0.46672
35 C 2.19928 2.02134 0.45056
36 C 3.52928 2.46126 0.12560
37 C 3.86989 2.95480 -1.16769
38 C 5.18422 3.35147 -1.40268
39 F 5.52483 3.80399 -2.65631
40 C 6.18439 3.29314 -0.43416
41 C 5.83214 2.86515 0.85425
42 C 4.53183 2.46577 1.13302
43 C -0.94372 2.21475 -2.45828
44 H -4.10686 2.18020 -3.78330
45 H -4.60242 1.26852 -1.49912
46 H -2.80331 1.05907 0.17797
47 H -0.48408 1.69813 0.89633
48 H 1.49388 1.65722 -1.51421
49 H 1.99799 1.85834 1.51395
50 H 3.11552 3.02656 -1.95039
51 H 7.20366 3.58707 -0.67372
52 H 6.59290 2.82011 1.63310
53 H 4.26308 2.14346 2.14248
54 H 0.06851 2.50989 -2.73745

Results
* energy relative to the best compared isomer or geometry (same formula, charge and spin): 0.553 eV
* net charge: +1
* gap between HOMO and LUMO: 0.1738 hartree